Entry 1:
A structure of composition C31H50BCl3NO2OsPSiTe, computed with the ωB97M-V functional and the def2-TZVPD basis.

As for the LUMO energy (alpha / beta): 0.35 / -1.81 eV. The highest occupied orbital energy (alpha / beta) comes out at -5.822 / -7.409 eV. As for the multiplicity: 5. Its total charge is 0. For the gap between HOMO and LUMO (alpha / beta), the calculation gives 0.227 / 0.206 hartree. Its expectation value of S² is 6.033.

CARTESIAN COORDINATES (ANGSTROEM)
1 Os -0.2108 -1.5629 -0.5230
2 C -5.3495 -7.8437 -0.7379
3 C -4.7174 -6.4820 -0.8888
4 C -4.6390 -5.5384 0.1399
5 C -3.8055 -4.4492 0.0416
6 C -3.5398 -3.5531 1.1879
7 C -3.3436 -4.1111 -1.2446
8 Te -2.7431 -2.0725 -1.6144
9 C -3.4793 -4.9717 -2.3680
10 C -2.7779 -4.7423 -3.6679
11 C -4.2030 -6.1460 -2.1565
12 H -4.6225 -8.6217 -1.0317
13 H -6.2266 -7.9607 -1.3599
14 H -5.6927 -8.0178 0.3108
15 H -5.2789 -5.7406 1.0271
16 H -3.9479 -3.9319 2.1193
17 H -3.9345 -2.5621 1.0867
18 H -2.4592 -3.4460 1.3326
19 H -2.0127 -3.9361 -3.6472
20 H -3.5151 -4.2811 -4.3917
21 H -2.4856 -5.7053 -4.1011
22 H -4.4008 -6.7291 -3.0511
23 C 6.8443 2.1289 0.8886
24 C 6.5649 2.6701 -0.5540
25 C 6.5038 4.2033 -0.5795
26 C 7.7900 2.3141 -1.3775
27 C 5.2651 2.0531 -1.0836
28 C 4.6552 2.5767 -2.2535
29 C 3.4329 2.0595 -2.7750
30 C 2.9425 0.9385 -2.1566
31 O 1.7031 0.3429 -2.4400
32 B 1.5172 -0.7077 -1.3914
33 O 2.7477 -0.6018 -0.4381
34 C 3.5120 0.3717 -1.0031
35 C 4.7120 0.8895 -0.4586
36 H 7.7476 2.6252 1.2647
37 H 6.8616 1.0454 0.9356
38 H 5.9691 2.4514 1.4911
39 H 7.3508 4.5477 0.0123
40 H 5.5514 4.5472 -0.0955
41 H 6.5917 4.5983 -1.5815
42 H 8.6480 2.9474 -1.1272
43 H 7.4940 2.4924 -2.4151
44 H 8.0570 1.2702 -1.2977
45 H 5.1605 3.4540 -2.6625
46 H 3.0095 2.4423 -3.6962
47 H 5.0564 0.3460 0.4438
48 Cl 0.7633 -2.9132 -3.8397
49 Si 1.2884 -2.8598 -1.8765
50 Cl 0.1159 -3.7816 -0.1929
51 Cl 2.9092 -4.1345 -1.7551
52 C -2.6252 -0.6456 2.3199
53 C -1.9170 0.6259 2.6921
54 C -2.9002 1.6407 3.2650
55 C -0.7762 0.3709 3.6839
56 P -1.1842 1.3441 1.0821
57 N -0.6609 0.0131 0.1369
58 C 0.2973 2.4019 1.3633
59 C 1.4604 1.5190 1.8970
60 C 0.7075 3.0097 0.0302
61 C 0.2276 3.6275 2.3566
62 C -2.5554 2.1721 -0.0124
63 C -2.8268 3.5765 0.5776
64 C -3.8789 1.3473 -0.0783
65 C -2.1158 2.3344 -1.4859
66 H -3.0238 -1.0945 3.2486
67 H -2.0391 -1.3912 1.7423
68 H -3.5897 -0.5532 1.7556
69 H -3.3754 1.1612 4.1119
70 H -3.7482 1.8366 2.5930
71 H -2.3483 2.5710 3.5417
72 H -1.0499 -0.4436 4.4099
73 H -0.4727 1.2171 4.3451
74 H 0.1079 0.0057 3.1381
75 H 1.7718 0.6802 1.2566
76 H 1.3330 1.2072 2.9496
77 H 2.3417 2.2147 1.8647
78 H 0.8120 2.1938 -0.7041
79 H 1.7190 3.4669 0.1586
80 H -0.0093 3.7323 -0.4262
81 H -0.3950 3.3507 3.2270
82 H -0.2647 4.4296 1.8095
83 H 1.2338 4.0087 2.6668
84 H -3.2719 3.4933 1.5753
85 H -3.6344 3.9475 -0.0876
86 H -1.9605 4.1897 0.6218
87 H -4.3400 1.1561 0.9010
88 H -3.6966 0.3602 -0.5942
89 H -4.6723 1.8428 -0.7244
90 H -3.0136 2.6081 -2.1053
91 H -1.6364 1.4216 -1.9496
92 H -1.4090 3.1379 -1.6011

Entry 2:
A cluster of 2 separate species, C31H50BrF2O10PS3 in total, computed with the ωB97M-V functional and the def2-TZVPD basis.

As for the LUMO energy: 0.25 eV. The highest occupied orbital energy comes out at -8.571 eV. Its total charge is 0. For the gap between HOMO and LUMO, the calculation gives 0.324 hartree.

CARTESIAN COORDINATES (ANGSTROEM)
1 C 0.7970 4.8678 1.2551
2 C 1.9783 4.2011 0.5348
3 C 2.2058 2.7320 0.9708
4 C 1.9117 1.7587 -0.1907
5 C 3.1649 1.6559 -1.0743
6 C 1.3818 0.3388 0.2294
7 P 2.4659 -0.1359 1.7454
8 S 2.7717 -2.0260 2.0666
9 O 1.8796 -0.5923 -0.7208
10 S 1.2070 -1.9289 -1.4255
11 O 1.9791 -3.0453 -0.9691
12 O -0.2109 -2.0818 -0.5775
13 C -1.4054 -1.3721 -1.0723
14 C -2.5622 -2.1884 -0.4264
15 C -3.8839 -2.4791 -1.1753
16 C -5.0602 -1.4840 -1.2191
17 C -6.3588 -1.9965 -0.6284
18 C -7.5666 -1.5997 -1.1916
19 C -8.7755 -2.0024 -0.6470
20 C -8.7978 -2.8168 0.4777
21 C -7.6017 -3.2226 1.0464
22 C -6.3951 -2.8094 0.5036
23 C -1.4655 -1.6701 -2.5774
24 S -1.2720 -3.3954 -3.0892
25 O -2.4589 -3.7801 -3.8020
26 O 0.0183 -3.5063 -3.7143
27 C -1.2317 0.1806 -0.6803
28 C -0.6556 0.9833 -1.8943
29 C -1.4772 1.2401 -3.1685
30 C -0.8958 2.4230 -3.9462
31 F -1.8981 3.0604 -4.6684
32 C -2.5972 0.9110 -0.3847
33 Br -3.5465 0.4069 1.2863
34 C -2.7016 2.4575 -0.2535
35 C -2.3101 3.4885 -1.3096
36 C -0.1837 0.3320 0.5380
37 F -0.3917 1.6402 0.9941
38 C -0.4878 -0.5896 1.7448
39 C -0.5125 0.0218 3.1354
40 O 0.1489 -0.4329 4.0359
41 O -1.3705 1.0402 3.3311
42 H 1.1336 5.2768 2.2078
43 H 0.0051 4.1459 1.4522
44 H 0.4003 5.6970 0.6712
45 H 1.8600 4.2761 -0.5481
46 H 2.8764 4.7732 0.7739
47 H 3.2446 2.6449 1.2926
48 H 1.5559 2.5612 1.8248
49 H 1.1910 2.2692 -0.8083
50 H 3.9349 1.0125 -0.6577
51 H 3.5493 2.6664 -1.2191
52 H 2.9048 1.2892 -2.0674
53 H 3.6777 0.4675 1.4112
54 H 2.0112 0.6155 2.8295
55 H -2.1224 -3.1824 -0.3004
56 H -2.7707 -1.9008 0.5931
57 H -4.2596 -3.3798 -0.6877
58 H -3.7107 -2.8197 -2.1909
59 H -5.2755 -1.2444 -2.2640
60 H -4.8664 -0.5378 -0.7280
61 H -7.5647 -0.9545 -2.0621
62 H -9.7049 -1.6734 -1.0912
63 H -9.7464 -3.1246 0.8959
64 H -7.6098 -3.8529 1.9252
65 H -5.4720 -3.1205 0.9749
66 H -0.7033 -1.1867 -3.1734
67 H -2.4216 -1.3773 -3.0077
68 H -1.1968 -4.0737 -1.9230
69 H 0.3070 0.5698 -2.1926
70 H -0.4569 1.9621 -1.4896
71 H -1.4334 0.4199 -3.8742
72 H -2.5324 1.4432 -3.0023
73 H -0.1460 2.0782 -4.6610
74 H -0.4158 3.1569 -3.2966
75 H -3.2638 0.5720 -1.1768
76 H -2.2690 2.7639 0.6954
77 H -3.7713 2.6191 -0.0968
78 H -2.6839 4.4494 -0.9534
79 H -2.7572 3.3326 -2.2900
80 H -1.2371 3.6213 -1.4420
81 H -1.4451 -1.0845 1.6161
82 H 0.2120 -1.4220 1.7955
83 H -1.5745 1.0386 4.2776
84 C 10.1757 -0.1587 3.5089
85 C 9.5394 -0.0153 2.1436
86 O 8.9545 -1.2448 1.6905
87 C 7.7700 -1.5456 2.2300
88 O 7.1637 -0.8636 3.0162
89 O 7.3780 -2.7136 1.7396
90 C 6.1387 -3.2064 2.2749
91 H 10.8982 -0.9754 3.5057
92 H 10.6907 0.7633 3.7795
93 H 9.4234 -0.3699 4.2671
94 H 10.2894 0.2247 1.3922
95 H 8.7851 0.7711 2.1361
96 H 5.3496 -2.4618 2.2016
97 H 6.2714 -3.4997 3.3156
98 H 5.8844 -4.0759 1.6768

Entry 3:
A cluster of 9 separate species, C31H50Cl16N2O4S in total, computed with the ωB97M-V functional and the def2-TZVPD basis.

As for the LUMO energy: -1.01 eV. The highest occupied orbital energy comes out at -8.067 eV. Its total charge is 0. For the gap between HOMO and LUMO, the calculation gives 0.259 hartree. The structure (SMILES) is CC(=O)OCCCCCc1cc(CC=O)c2nsnc2c1O.ClCCCl.ClCCCl.ClCCCl.ClCCCl.ClCCCl.ClCCCl.ClCCCl.ClCCCl.

CARTESIAN COORDINATES (ANGSTROEM)
1 C 2.5503 -1.0173 0.0831
2 C 2.0372 -1.4503 -1.3956
3 O 1.6586 -2.6334 -1.6077
4 O 2.0865 -0.4373 -2.3988
5 C 0.7871 -0.2549 -3.0339
6 C 0.0751 0.9921 -2.3015
7 C -0.8209 0.5367 -1.0090
8 C -2.3269 0.9969 -1.3339
9 C -3.3984 0.6778 -0.1748
10 C -4.7345 0.1490 -0.9349
11 C -4.9081 -1.4110 -1.0249
12 C -6.1471 -1.9900 -1.7808
13 C -6.2584 -3.5773 -1.8910
14 C -7.2745 -4.2308 -0.8082
15 O -7.4979 -5.4726 -0.8052
16 C -7.1695 -0.9547 -2.3608
17 N -8.3964 -1.2662 -3.0533
18 S -9.1565 0.2292 -3.4620
19 N -8.0729 1.4551 -2.8819
20 C -7.0228 0.6376 -2.2831
21 C -5.7197 1.1831 -1.5485
22 O -5.4088 2.5767 -1.4182
23 H 3.3442 -1.7937 0.3655
24 H 1.6549 -1.0174 0.7944
25 H 3.0176 0.0338 0.0799
26 H 0.1297 -1.1888 -3.0597
27 H 0.9848 0.0349 -4.1340
28 H -0.6467 1.4532 -3.0861
29 H 0.8172 1.8317 -2.0435
30 H -0.3897 1.0049 -0.0394
31 H -0.6974 -0.6027 -0.8755
32 H -2.2749 2.1243 -1.5934
33 H -2.6691 0.4063 -2.2703
34 H -3.0467 -0.0726 0.6123
35 H -3.6825 1.6512 0.3769
36 H -4.1341 -2.1185 -0.5414
37 H -5.2193 -4.0092 -1.6205
38 H -6.4734 -3.9654 -2.9545
39 H -7.7595 -3.5586 -0.0169
40 H -6.0322 3.0032 -0.7862
41 Cl -4.5066 -6.2177 2.9839
42 C -4.5540 -6.4624 1.2195
43 C -3.6297 -5.5091 0.4844
44 Cl -4.2013 -3.8214 0.5674
45 H -5.5893 -6.3532 0.8900
46 H -4.2458 -7.4946 1.0357
47 H -3.5856 -5.7760 -0.5726
48 H -2.6153 -5.5431 0.8858
49 Cl 0.6217 3.0962 0.7601
50 C -0.9704 3.8925 0.7565
51 C -1.5987 3.9174 2.1365
52 Cl -2.0788 2.2925 2.6869
53 H -1.6057 3.3769 0.0337
54 H -0.8127 4.9137 0.4031
55 H -2.5051 4.5263 2.1200
56 H -0.9188 4.3387 2.8793
57 Cl 2.5959 4.8120 3.5677
58 C 4.3461 4.4872 3.4853
59 C 4.7883 4.0869 2.0935
60 Cl 4.1666 2.4840 1.6242
61 H 4.5821 3.7152 4.2202
62 H 4.8517 5.4069 3.7847
63 H 5.8772 4.0272 2.0534
64 H 4.4597 4.8090 1.3461
65 Cl 4.4227 6.4704 6.9009
66 C 3.2184 6.5014 8.2137
67 C 2.0811 5.5287 7.9703
68 Cl 1.0492 6.0292 6.6083
69 H 2.8558 7.5257 8.3166
70 H 3.7451 6.2328 9.1319
71 H 1.4392 5.4804 8.8524
72 H 2.4508 4.5227 7.7630
73 Cl 6.1657 7.6947 0.7479
74 C 6.3526 7.4530 -1.0096
75 C 5.1007 6.8880 -1.6533
76 Cl 4.7898 5.2054 -1.1622
77 H 7.2149 6.8035 -1.1713
78 H 6.5782 8.4317 -1.4385
79 H 5.2132 6.8835 -2.7395
80 H 4.2189 7.4815 -1.4048
81 Cl 7.1054 5.7958 3.7954
82 C 8.8554 5.4733 3.7134
83 C 9.2976 5.0743 2.3194
84 Cl 8.6763 3.4720 1.8503
85 H 9.0921 4.7009 4.4474
86 H 9.3609 6.3936 4.0134
87 H 10.3872 5.0154 2.2790
88 H 8.9675 5.7977 1.5714
89 Cl -0.3412 -6.8561 -1.4973
90 C -0.6859 -8.6009 -1.5990
91 C -2.0637 -8.8793 -2.1659
92 Cl -3.3616 -8.3834 -1.0494
93 H -0.5676 -9.0284 -0.6016
94 H 0.0765 -9.0366 -2.2487
95 H -2.1852 -9.9501 -2.3361
96 H -2.2189 -8.3654 -3.1137
97 Cl -0.7311 -7.2196 -6.6586
98 C 0.1755 -8.4506 -5.7458
99 C -0.4400 -9.8303 -5.8793
100 Cl -2.0148 -9.9460 -5.0533
101 H 0.2245 -8.1310 -4.7028
102 H 1.1909 -8.4580 -6.1474
103 H 0.2139 -10.5743 -5.4194
104 H -0.5855 -10.1057 -6.9253

Entry 4:
A structure of composition C31H50ClIrN5O3S, computed with the ωB97M-V functional and the def2-TZVPD basis.

As for the LUMO energy: -2.00 eV. The highest occupied orbital energy comes out at -10.196 eV. Its total charge is +1. For the gap between HOMO and LUMO, the calculation gives 0.301 hartree.

CARTESIAN COORDINATES (ANGSTROEM)
1 Ir 0.0873 1.1351 0.5404
2 C -0.3750 2.7612 3.1835
3 C 1.0931 2.2708 3.1778
4 N 1.6133 2.2314 1.7979
5 C 1.9424 3.5725 1.2905
6 C 1.6409 3.6455 -0.1845
7 N 0.3981 2.9223 -0.4906
8 C -0.8253 3.7562 -0.3401
9 C -1.2203 3.9585 1.1093
10 N -1.0242 2.7017 1.8455
11 H -0.4717 3.7762 3.5738
12 H -0.9064 2.0928 3.8540
13 H 1.1338 1.2587 3.5621
14 H 1.7036 2.9081 3.8243
15 H 2.4281 1.6278 1.7632
16 H 2.9976 3.8014 1.4493
17 H 1.3742 4.3040 1.8619
18 H 2.4397 3.1635 -0.7382
19 H 1.5763 4.6819 -0.5218
20 H 0.4296 2.5999 -1.4571
21 H -1.6239 3.2380 -0.8642
22 H -0.6938 4.7272 -0.8257
23 H -2.2598 4.2894 1.1304
24 H -0.6348 4.7453 1.5849
25 H -1.9184 2.2410 1.9641
26 C 0.0369 -0.8625 6.9330
27 C 1.1071 -1.1701 5.9242
28 C 2.4409 -0.8761 6.1645
29 C 3.4126 -1.1570 5.2148
30 Cl 5.0775 -0.7689 5.5482
31 C 3.0725 -1.7384 4.0107
32 C 1.7396 -2.0391 3.7550
33 C 0.7679 -1.7532 4.7017
34 O -0.5656 -2.0196 4.5246
35 C -1.0099 -2.2199 3.2028
36 C -0.7008 -1.0431 2.2929
37 O -0.8293 -1.1853 1.0492
38 O -0.3086 0.0296 2.7793
39 H 0.4507 -0.3214 7.7825
40 H -0.4309 -1.7784 7.2979
41 H -0.7569 -0.2636 6.4827
42 H 2.7285 -0.4151 7.1014
43 H 3.8364 -1.9597 3.2774
44 H 1.4807 -2.4896 2.8056
45 H -2.0907 -2.3418 3.2550
46 H -0.5910 -3.1295 2.7657
47 C -3.1700 0.0076 -5.9243
48 C -2.5198 -1.2957 -6.3862
49 C -1.9604 -2.1647 -5.2596
50 C -0.7832 -1.5478 -4.5035
51 N -1.1615 -0.5697 -3.4763
52 C -1.1473 -0.6747 -2.1470
53 S -1.3802 0.8411 -1.2766
54 N -1.0077 -1.7975 -1.4837
55 C -1.1706 -3.1897 -1.9226
56 C -1.8979 -3.9658 -0.8309
57 C -3.2728 -3.3928 -0.4896
58 C -4.2217 -3.3478 -1.6858
59 H -3.7300 0.4685 -6.7379
60 H -2.4309 0.7474 -5.6030
61 H -3.8652 -0.1641 -5.0987
62 H -1.7162 -1.0702 -7.0934
63 H -3.2578 -1.8866 -6.9311
64 H -1.6199 -3.1103 -5.6885
65 H -2.7601 -2.4025 -4.5515
66 H -0.1353 -1.0226 -5.2087
67 H -0.1737 -2.3116 -4.0293
68 H -1.4079 0.3501 -3.8031
69 H -0.9130 -1.6760 -0.4704
70 H -0.1954 -3.6417 -2.1133
71 H -1.7479 -3.2155 -2.8431
72 H -1.2766 -3.9759 0.0693
73 H -1.9956 -4.9996 -1.1705
74 H -3.1576 -2.3872 -0.0754
75 H -3.7097 -4.0061 0.3005
76 H -3.9556 -2.5499 -2.3848
77 H -5.2461 -3.1605 -1.3637
78 H -4.2163 -4.2949 -2.2323
79 C 1.6193 0.0486 -0.3766
80 C 2.5048 0.7896 -1.3232
81 C 3.7692 1.2128 -0.9106
82 C 4.6202 1.9013 -1.7662
83 C 4.2170 2.1885 -3.0622
84 C 2.9633 1.7696 -3.4914
85 C 2.1201 1.0768 -2.6320
86 H 2.1846 -0.3797 0.4560
87 H 1.0560 -0.7267 -0.8884
88 H 4.1067 0.9707 0.0940
89 H 5.5996 2.2093 -1.4207
90 H 4.8776 2.7172 -3.7365
91 H 2.6483 1.9709 -4.5082
92 H 1.1454 0.7499 -2.9785

Entry 5:
A structure of composition C31H50DyN2O2S2Si4Te, computed with the ωB97M-V functional and the def2-TZVPD basis.

As for the LUMO energy (alpha / beta): -3.84 / -3.84 eV. The highest occupied orbital energy (alpha / beta) comes out at -8.700 / -8.732 eV. As for the multiplicity: 6. Its total charge is +1. For the gap between HOMO and LUMO (alpha / beta), the calculation gives 0.178 / 0.180 hartree. Its expectation value of S² is 9.378.

CARTESIAN COORDINATES (ANGSTROEM)
1 Dy 0.0000 0.0000 0.0000
2 O 0.5784 2.1198 0.0000
3 S 1.4994 3.1107 0.0425
4 C 0.5026 4.6543 0.4036
5 C -0.9932 4.4755 0.7200
6 C -1.8405 4.2438 -0.5524
7 C -3.1494 3.4890 -0.2550
8 S -3.0414 1.6356 -0.0141
9 O -1.7131 1.3749 0.0000
10 C -3.1301 1.2837 -1.7904
11 C -2.0295 1.0362 -2.6401
12 C -2.2288 0.7984 -4.0044
13 C -3.5240 0.8001 -4.5325
14 C -4.6153 1.0399 -3.7028
15 C -4.4222 1.2752 -2.3371
16 C 1.8196 2.7714 1.7939
17 C 1.0834 1.8856 2.6140
18 C 1.4194 1.7284 3.9615
19 C 2.4885 2.4444 4.5058
20 C 3.2215 3.3179 3.7064
21 C 2.8927 3.4773 2.3559
22 H 0.6447 5.3843 -0.4238
23 H 0.9736 5.1231 1.2974
24 H -1.4036 5.3830 1.2200
25 H -1.0871 3.6582 1.4639
26 H -1.2996 3.6863 -1.3439
27 H -2.0522 5.2485 -0.9861
28 H -3.8239 3.6475 -1.1272
29 H -3.6754 3.9422 0.6131
30 H -1.0154 1.0317 -2.2660
31 H -1.3844 0.6133 -4.6490
32 H -3.6755 0.6212 -5.5894
33 H -5.6203 1.0445 -4.1118
34 H -5.2798 1.4667 -1.7045
35 H 0.2480 1.3195 2.2266
36 H 0.8513 1.0518 4.5833
37 H 2.7427 2.3249 5.5512
38 H 4.0498 3.8778 4.1279
39 H 3.4667 4.1652 1.7475
40 N 7.6810 -0.0374 0.0349
41 C 6.5207 -0.0293 0.0274
42 C 5.0886 -0.0194 0.0181
43 C 4.3774 -0.9038 0.8274
44 C 2.9960 -0.8550 0.7826
45 N 2.3040 0.0000 0.0000
46 C 3.0179 0.8453 -0.7735
47 C 4.4004 0.8748 -0.8004
48 H 4.8797 -1.6134 1.4769
49 H 2.3894 -1.5202 1.3914
50 H 2.4286 1.5188 -1.3900
51 H 4.9208 1.5773 -1.4432
52 C -5.1292 -6.5721 0.1170
53 Si -3.7245 -5.3599 -0.0825
54 C -2.8600 -5.7102 -1.6972
55 C -2.4693 -5.6585 1.2685
56 Si -4.4550 -3.2253 -0.0155
57 Te -2.4416 -1.7746 0.0000
58 Si -5.6412 -2.6819 -1.8576
59 C -7.0784 -3.8437 -2.1141
60 C -6.2984 -0.9411 -1.7290
61 C -4.5455 -2.7274 -3.3702
62 Si -5.5960 -2.7843 1.8813
63 C -5.8712 -0.9449 2.0592
64 C -7.2488 -3.6501 1.9033
65 C -4.6217 -3.3233 3.3772
66 H -4.7295 -7.6049 0.0674
67 H -5.8703 -6.4284 -0.6934
68 H -5.6154 -6.4173 1.0999
69 H -2.4516 -6.7413 -1.6744
70 H -2.0317 -4.9864 -1.8422
71 H -3.5851 -5.6386 -2.5287
72 H -2.0941 -6.6994 1.1916
73 H -2.9265 -5.5196 2.2633
74 H -1.6217 -4.9533 1.1486
75 H -7.7547 -3.8084 -1.2382
76 H -6.7003 -4.8751 -2.2540
77 H -7.6382 -3.5361 -3.0211
78 H -7.0280 -0.8798 -0.9011
79 H -6.8150 -0.6774 -2.6745
80 H -5.4589 -0.2367 -1.5574
81 H -4.1586 -3.7469 -3.5409
82 H -3.6963 -2.0273 -3.2335
83 H -5.1368 -2.4184 -4.2563
84 H -6.4899 -0.5612 1.2298
85 H -4.8927 -0.4230 2.0636
86 H -6.3966 -0.7474 3.0159
87 H -7.8649 -3.2943 1.0547
88 H -7.7703 -3.4154 2.8538
89 H -7.1036 -4.7447 1.8276
90 H -3.6267 -2.8326 3.3717
91 H -4.5083 -4.4228 3.3707
92 H -5.1727 -3.0313 4.2945
93 H 0.6339 -1.9508 0.0000